Below is a single C13H11BrN2O2 molecule at a distorted geometry, with properties calculated with ωB97M-V with the def2-TZVPD basis set.

Computed properties:
Kohn-Sham gap = 8.753 eV
structure (SMILES) = O=C(Nc1ccc(Br)c(-c2ccco2)n1)C1CC1
HOMO = -8.35 eV
energy above the lowest of the compared OMol25 structures with the same formula, charge and spin = 40.80 kcal per mole

The geometry in XYZ format:
```
29
Properties=species:S:1:pos:R:3:mulliken_charge:R:1
O -0.17 1.46 3.12 -0.647
C 0.51 0.55 2.67 0.488
N 0.24 -0.13 1.51 -0.111
C -0.66 0.15 0.50 0.220
C -1.79 0.94 0.63 -0.273
C -2.67 1.06 -0.43 -0.681
C -2.34 0.44 -1.62 0.229
Br -3.55 0.79 -3.06 -0.220
C -1.14 -0.35 -1.73 0.626
C -0.69 -1.02 -2.97 -0.057
C -1.46 -1.46 -4.02 -0.248
C -0.57 -2.04 -4.98 -0.401
C 0.65 -1.99 -4.45 -0.408
O 0.61 -1.31 -3.25 -0.344
N -0.37 -0.46 -0.66 -0.410
C 1.92 0.30 3.20 -0.029
C 2.79 1.52 3.52 -0.529
C 2.19 0.69 4.65 -0.633
H 1.00 -0.73 1.27 0.242
H -2.06 1.48 1.52 0.419
H -3.56 1.70 -0.35 0.401
H -2.57 -1.38 -4.15 0.265
H -0.84 -2.45 -5.96 0.386
H 1.57 -2.35 -4.92 0.412
H 2.45 -0.59 2.80 0.302
H 3.87 1.46 3.33 0.259
H 2.35 2.50 3.34 0.243
H 2.91 0.10 5.24 0.257
H 1.37 1.13 5.24 0.241
```